Record 1
ORCA calculation (wB97M-V/def2-TZVPD) on a structure of composition C34H50MgN3OP2S.

The geometry in XYZ format:
```
92
Properties=species:S:1:pos:R:3:lowdin_charge:R:1
C -1.42 -1.45 -1.54 -0.37
C 0.67 -2.25 -0.82 -0.37
C -1.51 -2.45 -2.51 -0.07
C 0.54 -3.38 -1.67 -0.04
C -0.54 -3.46 -2.52 -0.07
H -2.36 -2.43 -3.19 0.11
H 1.34 -4.11 -1.67 0.11
H -0.64 -4.29 -3.22 0.11
N -0.38 -1.38 -0.69 0.01
P -2.73 0.09 0.35 1.10
P 2.62 -0.54 0.56 1.03
C -2.49 -0.36 -1.43 -0.25
H -2.16 0.54 -1.98 0.07
H -3.43 -0.68 -1.90 0.08
C 1.29 1.96 2.06 -0.01
O 1.59 2.99 2.44 0.11
C 1.92 -1.99 -0.16 -0.32
H 2.61 -2.84 -0.25 0.06
C 3.76 0.07 -0.89 -0.65
C 3.68 -1.14 2.07 -0.67
C -3.51 1.81 0.38 -0.70
C -3.88 -1.30 0.94 -0.66
C 3.92 1.59 -0.71 -0.10
H 4.42 1.85 0.23 0.07
H 4.54 1.99 -1.53 0.09
H 2.96 2.12 -0.74 0.05
C 5.13 -0.61 -0.91 -0.10
H 5.74 -0.39 -0.03 0.07
H 5.03 -1.69 -1.03 0.08
H 5.68 -0.24 -1.78 0.09
C 3.11 -0.26 -2.23 -0.10
H 3.67 0.23 -3.04 0.10
H 3.10 -1.34 -2.42 0.09
H 2.08 0.09 -2.30 0.03
C 4.53 0.05 2.56 -0.09
H 3.90 0.92 2.80 0.06
H 5.04 -0.26 3.49 0.09
H 5.31 0.35 1.85 0.07
C 2.75 -1.59 3.20 -0.11
H 2.07 -0.80 3.54 0.06
H 2.14 -2.46 2.92 0.07
H 3.37 -1.89 4.06 0.10
C 4.57 -2.35 1.73 -0.10
H 5.31 -2.15 0.95 0.05
H 5.12 -2.62 2.64 0.09
H 3.97 -3.22 1.43 0.08
C -4.36 -0.97 2.36 -0.08
H -4.98 -1.80 2.72 0.10
H -3.51 -0.87 3.05 0.06
H -4.97 -0.05 2.40 0.07
C -3.10 -2.63 1.00 -0.08
H -2.75 -2.95 0.01 0.08
H -2.24 -2.57 1.67 0.03
H -3.78 -3.41 1.39 0.10
C -5.07 -1.51 -0.01 -0.08
H -5.70 -2.29 0.41 0.10
H -5.68 -0.61 -0.14 0.06
H -4.74 -1.85 -1.00 0.08
C -2.73 2.73 -0.56 -0.10
H -2.82 2.43 -1.61 0.08
H -3.14 3.75 -0.47 0.10
H -1.66 2.77 -0.31 0.05
C -3.39 2.35 1.82 -0.10
H -2.34 2.47 2.13 0.07
H -3.87 3.35 1.85 0.09
H -3.89 1.72 2.56 0.07
C -4.97 1.77 -0.05 -0.10
H -5.10 1.33 -1.04 0.09
H -5.62 1.25 0.67 0.07
H -5.33 2.81 -0.11 0.09
Mg -0.02 0.11 0.85 0.33
N 0.36 1.39 -0.64 0.15
C 0.61 1.66 -1.76 -0.09
C 0.71 2.40 -2.97 -0.20
C 0.51 3.79 -2.89 -0.01
C 0.97 1.82 -4.24 -0.01
C 0.59 4.59 -4.03 -0.05
H 0.31 4.24 -1.91 0.13
C 1.05 2.63 -5.37 -0.05
H 1.11 0.74 -4.31 0.12
C 0.88 4.01 -5.27 -0.05
H 0.43 5.66 -3.95 0.12
H 1.26 2.18 -6.34 0.12
H 0.97 4.64 -6.16 0.12
S -0.98 -2.49 4.48 1.07
C -1.16 -0.82 4.97 -0.35
C -0.84 0.04 3.95 -0.22
N -0.47 -0.61 2.77 -0.11
C -0.48 -1.95 2.92 -0.48
H -1.47 -0.53 5.96 0.08
H -0.86 1.13 4.00 0.11
H -0.16 -2.65 2.14 0.09
```

The total charge is +1. The spin multiplicity is 1. The calculation puts the frontier orbital gap at 0.2103 hartree.

Record 2
ORCA calculation (wB97M-V/def2-TZVPD) on a structure of composition C34H51AgN2OSSi.

The geometry in XYZ format:
```
91
Properties=species:S:1:pos:R:3:lowdin_charge:R:1
Ag 0.56 -0.49 0.46 0.61
C -1.52 -1.45 0.33 -0.31
Si -2.70 -0.12 -0.24 0.62
C -1.82 1.21 -1.35 -0.24
N -0.51 1.61 -0.83 -0.25
C -0.63 2.57 0.28 -0.19
C -0.15 3.99 -0.05 -0.18
C -0.64 4.40 -1.44 -0.19
C -0.06 3.45 -2.49 -0.17
C 0.38 2.12 -1.85 -0.22
C -3.61 0.68 1.23 -0.26
C -3.89 -0.11 2.33 -0.11
C -4.52 0.39 3.45 -0.09
C -4.90 1.72 3.49 -0.10
C -4.65 2.53 2.39 -0.09
C -4.03 2.01 1.27 -0.11
C -4.07 -0.86 -1.34 -0.23
C -5.38 -1.02 -0.90 -0.09
C -6.30 -1.73 -1.64 -0.09
C -5.94 -2.33 -2.83 -0.10
C -4.64 -2.17 -3.30 -0.10
C -3.73 -1.44 -2.56 -0.12
H -1.61 -2.33 -0.32 -0.07
H -1.79 -1.79 1.33 -0.06
H -2.46 2.08 -1.54 0.08
H -1.66 0.74 -2.32 0.07
H -0.06 2.19 1.14 0.08
H -1.67 2.61 0.59 0.09
H 0.94 4.04 -0.03 0.10
H -0.53 4.68 0.70 0.11
H -0.35 5.43 -1.65 0.10
H -1.73 4.36 -1.45 0.10
H 0.80 3.90 -2.98 0.10
H -0.81 3.26 -3.27 0.10
H 1.37 2.24 -1.40 0.10
H 0.48 1.37 -2.64 0.10
H -3.60 -1.15 2.31 0.09
H -4.73 -0.26 4.29 0.10
H -5.39 2.12 4.37 0.10
H -4.96 3.57 2.41 0.10
H -3.87 2.65 0.42 0.09
H -5.67 -0.57 0.04 0.09
H -7.32 -1.84 -1.27 0.10
H -6.65 -2.91 -3.39 0.10
H -4.35 -2.62 -4.23 0.10
H -2.72 -1.33 -2.93 0.08
C 5.47 0.55 0.71 -0.01
N 4.45 0.96 1.68 -0.17
C 3.55 1.96 1.08 -0.01
C 3.70 -0.24 2.18 -0.12
C 2.60 0.16 3.12 -0.32
C 2.92 0.48 4.44 -0.09
C 1.94 0.88 5.31 -0.11
C 0.63 0.96 4.85 -0.10
C 0.33 0.66 3.53 -0.14
C 1.29 0.24 2.59 -0.13
H 6.10 1.40 0.42 0.10
H 4.95 0.17 -0.17 0.08
H 6.11 -0.23 1.13 0.10
H 4.90 1.39 2.50 0.18
H 3.08 1.50 0.21 0.07
H 4.12 2.84 0.78 0.11
H 2.78 2.23 1.79 0.10
H 4.42 -0.91 2.65 0.13
H 3.26 -0.72 1.30 0.08
H 3.95 0.39 4.78 0.10
H 2.18 1.12 6.34 0.09
H -0.16 1.26 5.52 0.10
H -0.70 0.74 3.21 0.08
C 3.98 -3.78 0.08 -0.12
C 3.72 -3.89 -1.41 -0.30
C 3.66 -2.52 -2.05 -0.30
S 2.23 -1.57 -1.30 0.85
O 2.84 -0.22 -1.10 -0.59
C 1.23 -1.41 -2.83 -0.33
C 0.84 -2.75 -3.43 -0.29
C -0.08 -3.55 -2.52 -0.10
H 4.00 -4.76 0.55 0.08
H 3.20 -3.19 0.56 0.05
H 4.94 -3.30 0.26 0.07
H 2.77 -4.41 -1.58 0.10
H 4.51 -4.49 -1.88 0.11
H 3.56 -2.57 -3.14 0.08
H 4.55 -1.94 -1.82 0.08
H 1.82 -0.80 -3.51 0.10
H 0.34 -0.86 -2.52 0.06
H 1.73 -3.34 -3.66 0.09
H 0.34 -2.57 -4.39 0.11
H 0.38 -3.72 -1.55 0.06
H -0.31 -4.52 -2.96 0.08
H -1.02 -3.02 -2.37 0.05
```

Its relative energy (zero: lowest compared OMol25 entry of this formula, charge and spin) is 0.0 kJ/mol. The spin multiplicity is 1. The calculation puts the frontier orbital gap at 0.2208 hartree.

Record 3
ORCA calculation (wB97M-V/def2-TZVPD) on a cluster of 2 separate species, C34H51N4O6S in total.

The geometry in XYZ format:
```
96
Properties=species:S:1:pos:R:3:lowdin_charge:R:1
C 1.13 0.52 0.26 0.12
C 0.34 -0.19 -0.32 -0.07
C -0.92 -0.94 -0.58 -0.16
C -0.77 -2.34 -0.73 0.04
C -1.92 -3.10 -0.93 -0.06
C -3.17 -2.45 -0.98 -0.03
C -3.36 -1.06 -0.85 -0.08
C -4.76 -0.44 -0.93 -0.05
C -5.08 0.02 -2.42 -0.59
N -4.31 -0.84 -3.35 0.08
N -4.58 1.40 -2.66 0.08
N -6.53 0.01 -2.69 0.09
C -2.17 -0.27 -0.64 -0.08
C -2.26 1.27 -0.43 -0.13
C -1.30 2.09 -1.38 -0.20
C -1.98 3.27 -2.15 -0.26
C -2.98 4.12 -1.31 -0.12
C -4.39 -3.37 -1.16 -0.25
O -5.32 -3.13 -1.89 0.12
C -4.31 -4.68 -0.35 -0.07
C -5.41 -5.23 0.32 0.00
C -5.21 -6.45 1.00 -0.06
C -3.96 -7.11 1.02 -0.02
C -2.83 -6.56 0.34 -0.13
C -1.52 -7.34 0.40 -0.13
C -0.25 -6.51 0.82 -0.18
C 0.93 -6.92 -0.12 -0.22
C 2.28 -6.24 0.26 -0.20
S 2.99 -5.21 -1.09 0.62
O 4.20 -5.81 -1.58 -0.29
O 2.07 -5.03 -2.18 -0.29
O 3.41 -3.78 -0.41 -0.18
C -3.05 -5.34 -0.32 -0.03
C -1.90 -4.64 -1.06 -0.26
O -1.06 -5.22 -1.69 0.13
H 1.85 1.12 0.80 0.02
H 0.22 -2.82 -0.67 0.12
H -5.56 -1.15 -0.66 0.11
H -4.88 0.45 -0.29 0.11
H -4.02 -0.29 -4.15 0.08
H -4.89 -1.60 -3.71 0.07
H -3.57 1.28 -2.74 0.05
H -4.88 1.70 -3.59 0.09
H -6.65 -0.41 -3.62 0.07
H -6.82 0.98 -2.83 0.07
H -3.30 1.62 -0.43 0.08
H -1.89 1.43 0.61 0.13
H -0.48 2.50 -0.76 0.07
H -0.87 1.40 -2.12 0.11
H -1.16 3.95 -2.46 0.10
H -2.45 2.92 -3.09 0.09
H -2.64 4.31 -0.27 0.07
H -3.12 5.08 -1.85 0.07
H -3.94 3.58 -1.25 0.05
H -6.38 -4.72 0.33 0.12
H -6.05 -6.91 1.53 0.11
H -3.92 -8.06 1.57 0.11
H -1.66 -8.12 1.17 0.11
H -1.30 -7.90 -0.54 0.13
H -0.42 -5.42 0.85 0.11
H 0.07 -6.83 1.84 0.12
H 0.64 -6.81 -1.18 0.10
H 1.08 -8.01 0.04 0.12
H 2.26 -5.69 1.22 0.11
H 3.04 -7.04 0.40 0.10
H 2.69 -3.18 -0.69 0.07
C 3.12 6.44 3.17 -0.05
C 4.21 6.36 2.12 -0.15
N 5.34 5.39 2.43 -0.26
C 6.09 5.94 3.63 0.02
C 6.36 5.39 1.30 -0.15
C 5.91 4.85 -0.04 -0.05
C 4.89 3.99 2.84 -0.06
C 4.00 3.20 1.89 -0.19
O 2.74 3.83 1.70 -0.20
C 2.28 3.86 0.36 -0.08
H 3.49 6.81 4.13 0.08
H 2.36 7.15 2.83 0.10
H 2.61 5.50 3.34 0.08
H 4.67 7.34 2.00 0.14
H 3.79 6.08 1.15 0.10
H 6.43 6.94 3.39 0.12
H 6.94 5.29 3.82 0.11
H 5.43 5.94 4.49 0.10
H 7.22 4.82 1.66 0.14
H 6.67 6.43 1.19 0.13
H 5.96 3.77 -0.08 0.08
H 6.61 5.20 -0.81 0.10
H 4.92 5.18 -0.34 0.07
H 4.37 4.11 3.79 0.14
H 5.80 3.42 3.03 0.15
H 3.81 2.23 2.37 0.14
H 4.49 2.97 0.95 0.10
H 2.77 3.13 -0.29 0.09
H 2.43 4.87 -0.05 0.08
H 1.21 3.67 0.36 0.08
```

The total charge is +1. The spin multiplicity is 1. The calculation puts the frontier orbital gap at 0.2926 hartree.

The highest frontier orbital gap belongs to which entry?
C34H51N4O6S